Molecular formula: C4H11N2O
Method: DFT, ωB97M-V with the def2-TZVPD basis set

The geometry in XYZ format:
```
18
Properties=species:S:1:pos:R:3:forces:R:3:lowdin_charge:R:1
N -1.7849 -1.9542 0.0835 0.89 0.14 0.13 0.093
C -1.4064 1.2792 1.2291 -0.33 0.16 -0.09 0.453
C -0.6132 0.9514 0.0796 0.54 -1.10 -0.43 -0.557
N 0.5777 0.3547 0.4365 0.42 1.71 0.27 0.122
C 1.5360 0.1111 -0.6270 -0.60 -0.21 -0.62 -0.217
C 2.6258 -0.8500 -0.2980 0.57 -0.33 -0.13 -0.063
O -1.0144 1.0266 -1.0636 -0.53 0.39 -0.04 0.140
H -1.6988 -2.8153 -0.4196 -0.31 -0.02 -0.12 0.035
H -1.8819 -2.0221 1.0768 -0.16 0.01 0.03 0.024
H -2.0617 -1.1283 -0.4046 -0.33 -0.13 -0.17 0.000
H -2.3940 1.6922 1.0371 -0.03 -0.01 0.23 0.135
H -1.0388 1.1014 2.2357 -0.08 0.23 0.05 0.126
H 0.9703 0.8383 1.2453 0.17 -0.76 0.34 0.162
H 0.9431 -0.2291 -1.4717 -0.07 -0.26 -0.07 0.130
H 1.9489 1.0580 -1.0053 -0.11 0.22 0.39 0.158
H 3.3113 -0.5296 0.4774 -0.06 0.16 0.30 0.084
H 3.2189 -0.9293 -1.1970 0.31 -0.08 -0.28 0.088
H 2.2734 -1.8513 -0.0886 -0.27 -0.11 0.22 0.086
```
Positions in Å, forces in eV/Å.

Calculated values
**E_HOMO**: -13.466 eV
**E_LUMO**: -8.89 eV
**Total charge**: +1
**ΔE to the lowest compared entry with this formula, charge and spin**: 529.6 kJ/mol


Molecular formula: C7H8
Method: DFT, ωB97M-V with the def2-TZVPD basis set

The geometry in XYZ format:
```
15
Properties=species:S:1:pos:R:3:forces:R:3:lowdin_charge:R:1
C 0.3381 -1.1646 -0.2034 1.72 0.45 -0.15 0.019
C 1.6237 -0.3544 -0.2582 -2.82 -1.13 2.14 -0.320
C -0.8526 -0.3902 -0.1012 1.14 0.23 1.02 -0.344
C -2.0491 -0.9722 0.1794 -1.12 -1.34 0.17 0.048
C 1.0876 1.0190 0.0111 -0.02 0.83 0.27 -0.205
C -0.4221 1.0731 -0.1740 -1.02 1.21 -0.37 -0.144
C 2.8248 -0.6776 0.2310 0.15 -1.17 -1.32 0.162
H 0.3466 -2.2145 0.0253 -0.01 -0.38 -0.29 0.099
H -1.9696 -2.1015 0.4637 -0.67 2.18 -0.79 0.092
H -3.0712 -0.4568 0.1013 1.82 -0.85 0.40 0.085
H 1.3134 1.2427 1.0515 0.13 0.11 -0.01 0.119
H 1.6315 1.6918 -0.5981 0.32 1.18 -0.54 0.100
H -0.6891 1.4271 -1.1860 0.13 0.14 0.34 0.113
H -0.8622 1.8524 0.5717 0.35 -1.80 -1.20 0.146
H 3.4154 -1.5592 -0.0574 -0.11 0.31 0.32 0.031
```
Positions in Å, forces in eV/Å.

Calculated values
**E_HOMO (spin up / spin down)**: -7.578 / -8.641 eV
**E_LUMO (spin up / spin down)**: -0.46 / -0.73 eV
**ΔE to the lowest compared entry with this formula, charge and spin**: 538.8 kJ/mol


Molecular formula: C2H4N2O2
Method: DFT, ωB97M-V with the def2-TZVPD basis set

The geometry in XYZ format:
```
10
Properties=species:S:1:pos:R:3:forces:R:3:lowdin_charge:R:1
C 0.0567 -0.4288 0.3969 1.02 -3.43 1.19 -0.158
N -0.0228 0.7649 0.2442 0.96 4.63 0.06 0.088
C -1.1352 -0.0132 -0.2266 -2.47 -1.89 -2.40 -0.154
H 0.8275 -1.0685 0.7569 -0.16 -0.61 0.19 0.093
H -1.2312 -0.2311 -1.3163 0.00 0.54 0.75 0.103
H -2.0729 -0.0844 0.3007 -0.19 0.50 0.27 0.084
O 3.7570 -0.7676 0.3378 -1.51 2.06 -0.49 0.051
N 2.7133 -0.2148 0.2438 1.71 0.27 -0.11 -0.115
O 2.7306 1.2182 -0.1169 -1.90 -2.08 0.72 -0.071
H 1.6791 1.3445 -0.0590 2.56 0.02 -0.19 0.080
```
Positions in Å, forces in eV/Å.

Calculated values
**Structure (SMILES)**: C1=NC1.O=NO
**E_HOMO**: -10.244 eV
**E_LUMO**: 0.00 eV
**ΔE to the lowest compared entry with this formula, charge and spin**: 658.9 kJ/mol


Molecular formula: C4H10N2O
Method: DFT, ωB97M-V with the def2-TZVPD basis set

The geometry in XYZ format:
```
17
Properties=species:S:1:pos:R:3:forces:R:3:lowdin_charge:R:1
H -1.3823 -2.1619 -0.1436 0.06 0.23 -0.33 0.042
N -1.1207 -1.7160 -1.0335 0.95 0.27 0.49 0.074
C 0.0420 -1.1869 -0.9330 0.48 -0.67 1.90 -0.346
C 0.6652 -0.4847 -2.1040 0.12 0.36 0.29 -0.105
H 0.6984 -1.1484 0.1099 -1.75 -0.64 -3.19 0.121
H -0.0631 0.1520 -2.6140 0.01 -0.27 -0.08 0.072
H 1.4728 0.1601 -1.7444 0.04 -0.08 -0.16 0.058
H 1.0855 -1.2135 -2.8011 -0.06 0.10 -0.01 0.073
C -0.7433 1.6274 0.7126 -0.03 -0.10 -0.43 -0.008
C -0.4779 0.3522 1.4602 1.22 -0.43 1.90 -0.568
N 0.9137 0.0016 1.6001 -1.06 0.83 0.72 0.077
O -1.3205 -0.3270 2.0185 0.63 0.58 -0.92 0.053
H -1.4100 1.4084 -0.1238 -0.07 0.05 0.11 0.089
H 0.1696 2.0699 0.3078 -0.09 -0.04 0.10 0.076
H -1.2337 2.3409 1.3818 0.05 -0.19 -0.10 0.093
H 1.6117 0.7313 1.5138 -0.33 -0.02 -0.11 0.094
H 1.0925 -0.6054 2.3928 -0.19 0.01 -0.17 0.105
```
Positions in Å, forces in eV/Å.

Calculated values
**Structure (SMILES)**: [H]/N=C/C.CC(N)=O
**E_HOMO**: -9.127 eV
**E_LUMO**: 0.70 eV
**ΔE to the lowest compared entry with this formula, charge and spin**: 174.9 kJ/mol


Molecular formula: C24H58BNO10
Method: DFT, ωB97M-V with the def2-TZVPD basis set

The geometry in XYZ format:
```
94
Properties=species:S:1:pos:R:3:forces:R:3:lowdin_charge:R:1
C -4.2948 2.2708 4.3379 0.17 -0.36 0.04 -0.069
C -4.0804 0.8433 3.9183 0.30 0.14 -0.14 -0.283
O -2.7145 0.6911 3.5636 0.08 0.09 0.26 -0.150
C -2.1934 -0.6266 3.6154 -0.01 -0.13 -0.39 -0.222
C -1.8266 -1.0941 2.2029 0.33 0.43 0.22 -0.120
B -0.3811 -0.7415 1.7188 0.01 0.11 -0.07 -0.110
C 0.8682 -0.5609 2.6632 -0.03 -0.86 -0.27 -0.206
N 1.0112 -1.5729 3.7181 -0.24 0.01 0.08 -0.127
C 1.0994 -1.0793 5.0817 0.12 0.04 -0.27 -0.143
H -3.7479 2.4448 5.2524 0.26 0.27 0.23 0.075
H -5.3406 2.4484 4.5351 -0.38 0.19 -0.08 0.078
H -3.9281 2.9168 3.5538 -0.01 0.41 -0.12 0.067
H -4.7106 0.6173 3.0602 -0.21 -0.29 -0.16 0.112
H -4.3282 0.1876 4.7471 -0.12 -0.35 0.10 0.114
H -1.3170 -0.6067 4.2521 0.14 0.00 0.19 0.088
H -2.9040 -1.3171 4.0556 -0.33 -0.05 0.23 0.116
H -2.5085 -0.5957 1.5248 -0.36 0.02 -0.31 0.099
H -2.0221 -2.1562 2.0660 0.04 -0.32 -0.02 0.110
H -0.2100 -0.5857 0.5413 -0.01 0.04 -0.01 0.070
H 1.7534 -0.5874 2.0394 0.45 0.18 -0.16 0.076
H 0.8376 0.4453 3.0791 -0.13 0.30 0.19 0.110
H 0.3296 -2.3115 3.6322 -0.10 0.13 0.07 0.090
H 0.7012 -1.7941 5.7857 -0.11 -0.35 0.16 0.076
H 2.1332 -0.9027 5.3518 0.33 0.12 0.10 0.071
H 0.5572 -0.1467 5.2311 -0.17 0.25 0.03 0.067
C 2.1098 2.2522 0.6359 0.10 -0.04 -0.06 -0.107
O 2.7649 1.6236 -0.4454 -0.01 0.11 -0.03 -0.196
C 1.9765 1.6831 -1.6235 0.04 -0.23 0.15 -0.203
C 2.7685 1.2695 -2.8464 -0.01 0.19 0.02 -0.176
O 3.5824 2.3103 -3.3681 0.04 -0.05 -0.03 -0.130
C 4.7860 2.6078 -2.6730 -0.04 0.00 -0.08 -0.178
C 5.8795 1.5758 -2.8569 0.00 0.02 0.19 -0.211
O 5.7182 0.4853 -1.9704 -0.13 -0.12 -0.10 -0.203
C 6.4971 -0.6210 -2.3727 -0.07 -0.02 0.14 -0.112
H 1.1401 1.7830 0.8437 -0.01 0.04 -0.04 0.073
H 2.7409 2.1555 1.5175 0.04 -0.05 -0.03 0.092
H 1.9577 3.3179 0.4264 -0.08 -0.01 0.03 0.091
H 1.6027 2.7039 -1.7726 -0.04 0.00 -0.04 0.129
H 1.1183 1.0058 -1.5017 -0.06 0.07 -0.07 0.123
H 2.0538 1.0410 -3.6399 0.02 0.04 0.00 0.129
H 3.3501 0.3678 -2.6527 0.06 -0.02 0.14 0.109
H 4.5956 2.7896 -1.6132 0.04 -0.12 0.06 0.124
H 5.1404 3.5401 -3.1171 -0.04 0.00 -0.01 0.126
H 6.8522 2.0465 -2.6548 0.01 0.04 -0.14 0.128
H 5.8663 1.2194 -3.8944 0.02 0.07 -0.04 0.130
H 6.1544 -1.0069 -3.3403 0.09 0.02 -0.03 0.093
H 6.3733 -1.4028 -1.6256 0.01 0.01 0.02 0.084
H 7.5590 -0.3566 -2.4409 -0.01 -0.02 -0.04 0.089
C 3.4127 -2.0239 -0.5035 0.09 -0.07 -0.02 -0.096
O 3.7529 -3.3905 -0.6146 -0.13 -0.01 -0.12 -0.193
C 3.2742 -4.1486 0.4793 0.17 0.08 -0.09 -0.208
C 3.3621 -5.6283 0.1849 -0.07 -0.08 0.07 -0.181
O 2.2929 -6.1183 -0.6137 0.07 0.03 -0.04 -0.130
C 2.3704 -5.8621 -2.0086 -0.12 -0.02 0.04 -0.184
C 3.3035 -6.7921 -2.7503 0.16 0.13 -0.06 -0.211
O 4.6495 -6.3703 -2.6143 -0.03 -0.06 0.16 -0.196
C 5.5574 -7.3647 -3.0272 -0.01 0.09 0.00 -0.116
H 3.8279 -1.5842 0.4102 -0.06 0.05 0.01 0.096
H 3.8389 -1.5083 -1.3601 0.03 0.04 0.00 0.066
H 2.3243 -1.8868 -0.5118 0.00 0.03 0.08 0.088
H 2.2305 -3.8859 0.6900 -0.04 0.00 0.07 0.127
H 3.8811 -3.9184 1.3661 -0.09 -0.01 0.08 0.130
H 3.2724 -6.1606 1.1344 -0.02 -0.01 -0.01 0.127
H 4.3303 -5.8798 -0.2520 0.03 0.09 -0.07 0.123
H 2.6243 -4.8189 -2.2066 0.12 -0.01 -0.01 0.123
H 1.3608 -6.0407 -2.3848 0.00 0.00 0.01 0.126
H 3.0385 -6.7935 -3.8175 -0.06 -0.08 0.02 0.127
H 3.1855 -7.8094 -2.3564 -0.04 -0.02 -0.02 0.129
H 5.4682 -8.2621 -2.4033 -0.01 -0.03 -0.06 0.088
H 6.5617 -6.9604 -2.9183 0.00 0.02 -0.01 0.087
H 5.3965 -7.6381 -4.0769 0.00 -0.05 0.01 0.087
C -8.3757 2.3612 -2.4080 0.05 0.06 -0.03 -0.115
O -7.5292 3.3282 -1.8314 0.06 -0.09 0.14 -0.195
C -8.1585 4.0153 -0.7641 0.08 0.00 -0.21 -0.210
C -7.1474 4.8039 0.0365 -0.02 0.04 0.12 -0.182
O -6.4267 4.0224 0.9789 0.02 -0.02 -0.06 -0.129
C -5.3596 3.2330 0.4715 -0.05 -0.05 0.15 -0.178
C -4.0995 4.0190 0.1899 0.03 -0.04 -0.24 -0.208
O -4.1846 4.6743 -1.0634 -0.11 0.10 0.10 -0.194
C -3.1730 5.6420 -1.2212 -0.04 -0.06 -0.05 -0.113
H -9.2917 2.8193 -2.7996 -0.03 -0.04 0.02 0.087
H -7.8352 1.8973 -3.2304 0.01 0.02 -0.01 0.087
H -8.6429 1.5872 -1.6788 -0.06 0.02 -0.01 0.088
H -8.6641 3.3015 -0.1019 -0.03 0.02 0.03 0.129
H -8.9080 4.7051 -1.1783 -0.06 -0.02 0.08 0.128
H -7.6976 5.5323 0.6358 0.01 -0.01 0.01 0.127
H -6.4722 5.3517 -0.6234 0.01 -0.07 -0.10 0.124
H -5.6713 2.6624 -0.4053 0.05 0.08 -0.11 0.125
H -5.1308 2.5225 1.2695 -0.01 0.01 0.01 0.111
H -3.2418 3.3308 0.1726 0.01 0.02 0.11 0.128
H -3.9470 4.7537 0.9906 0.02 -0.03 0.04 0.129
H -3.2670 6.4350 -0.4698 0.06 -0.02 0.02 0.089
H -3.2871 6.0804 -2.2104 0.00 -0.02 -0.01 0.087
H -2.1767 5.1901 -1.1458 0.02 0.04 0.03 0.086
```
Positions in Å, forces in eV/Å.

Calculated values
**Structure (SMILES)**: CCOCCBCNC.COCCOCCOC.COCCOCCOC.COCCOCCOC
**E_HOMO**: -8.556 eV
**E_LUMO**: 0.57 eV


Molecular formula: C7H22N10NiO11
Method: DFT, ωB97M-V with the def2-TZVPD basis set

The geometry in XYZ format:
```
51
Properties=species:S:1:pos:R:3:forces:R:3:lowdin_charge:R:1
Ni 0.2482 -0.6473 0.1741 0.09 0.07 -0.43 0.701
O 0.7759 1.8608 -3.0703 0.05 -0.30 0.14 0.104
C 1.0476 0.6339 -2.5750 0.17 -0.13 0.28 -0.726
O 2.0475 0.0351 -3.0192 0.12 -0.06 -0.01 -0.037
O 0.2512 0.2018 -1.6934 -0.44 -0.03 0.12 -0.054
H 0.0602 2.2149 -2.5090 -0.02 0.30 -0.14 0.064
O 1.1341 -2.8343 3.3418 -0.29 -0.03 -0.06 0.098
C 0.7340 -1.5621 3.0635 0.43 0.89 0.38 -0.739
O -0.0145 -1.4062 2.0642 -0.29 -0.56 -0.28 -0.074
O 1.1269 -0.6634 3.8299 -0.02 -0.18 -0.14 -0.012
H 1.5808 -2.7437 4.1930 0.14 -0.11 -0.05 0.107
C -2.8375 -1.2861 0.4197 0.69 0.19 0.67 -0.624
O -1.8224 -1.0276 -0.2253 0.32 0.00 -0.76 -0.003
N -2.7968 -1.3991 1.7606 -1.05 -0.16 -0.13 0.197
N -4.0412 -1.4289 -0.2001 0.14 0.07 0.19 0.170
H -3.6512 -1.6184 2.2390 0.17 -0.06 0.28 0.103
H -1.8988 -1.4444 2.2259 0.32 0.06 -0.12 0.083
H -4.0714 -1.2419 -1.1851 -0.10 -0.09 -0.02 0.110
H -4.8687 -1.6257 0.3290 -0.13 0.01 -0.20 0.097
C 0.0903 2.1639 1.5672 -0.19 0.23 0.58 -0.585
O -0.2649 1.2482 0.8135 -0.15 -0.01 -0.09 -0.028
N 0.6604 1.9614 2.7820 -0.54 -0.01 -1.54 0.195
N -0.1502 3.4555 1.1976 0.12 -0.90 0.02 0.187
H 0.7257 0.9800 3.0769 0.36 0.21 0.66 0.066
H 0.8320 2.7909 3.3148 0.25 -0.39 0.57 0.098
H -0.6481 3.5358 0.3210 0.24 0.52 -0.02 0.070
H -0.0515 4.1921 1.8670 -0.14 0.26 -0.21 0.097
C 3.3667 -0.0709 0.3653 0.28 -0.73 0.32 -0.585
O 2.1482 -0.0790 0.5318 0.23 0.71 0.23 0.011
N 4.2032 0.1847 1.4176 -0.22 0.01 -0.49 0.173
N 3.9622 -0.3382 -0.8158 -0.54 0.12 -0.21 0.195
H 3.7777 0.3841 2.3053 0.05 -0.34 0.12 0.105
H 5.1500 -0.1325 1.3354 0.14 0.27 0.35 0.095
H 4.8998 -0.6856 -0.8698 0.10 0.27 -0.07 0.103
H 3.3734 -0.2676 -1.6491 0.04 -0.30 -0.03 0.078
C 0.9652 -3.1633 -1.5974 -0.78 0.47 -1.65 -0.607
O 0.9320 -2.5099 -0.5587 -0.09 -0.14 0.53 0.012
N 0.2429 -4.3179 -1.7569 0.23 -0.12 0.89 0.160
N 1.5836 -2.7525 -2.7335 0.12 -0.30 0.92 0.186
H -0.3157 -4.6128 -0.9775 0.05 -0.11 0.02 0.104
H 0.1600 -4.7972 -2.6316 -0.01 0.08 -0.02 0.092
H 1.8112 -1.7541 -2.8282 0.18 0.02 -0.20 0.067
H 1.6439 -3.4226 -3.4770 0.06 0.40 -0.30 0.096
C -2.2842 3.1154 -1.4424 0.22 -0.22 1.13 -0.650
O -1.1365 3.4879 -1.6857 -0.11 0.14 -0.35 0.005
N -2.5566 1.8698 -0.9956 -0.71 0.41 -0.44 0.193
N -3.3382 3.9914 -1.4356 0.11 0.28 -0.47 0.155
H -1.8143 1.2325 -0.7480 0.17 -0.09 -0.12 0.061
H -3.5241 1.6317 -0.8791 0.14 -0.38 0.18 0.094
H -3.1869 4.8864 -1.8635 0.04 0.00 0.02 0.102
H -4.2612 3.7753 -1.1132 0.02 -0.19 -0.03 0.091
```
Positions in Å, forces in eV/Å.

Calculated values
**E_HOMO (spin up / spin down)**: -8.632 / -8.610 eV
**E_LUMO (spin up / spin down)**: 0.36 / 0.35 eV
**Multiplicity**: 3


no.,maximum force (eV/A),total energy (eV)
1,1.78,-9343.368
2,3.71,-7383.163
3,4.72,-9208.394
4,3.69,-9337.175
5,0.90,-48463.572
6,1.89,-86092.542